No. 1
Molecular formula: C6H15In2N2O5
Method: DFT, the ωB97M-V functional and the def2-TZVPD basis

```
! wB97M-V def2-TZVPD RIJCOSX def2/J DEFGRID3
* xyz 5 1
In -0.528 -5.240 -5.107
In 1.404 -1.923 -0.132
N -1.769 -1.952 -2.985
O -1.498 -2.616 -3.992
O -2.738 -1.236 -2.939
O -0.939 -1.842 -2.053
C 3.451 1.068 1.484
O 2.706 0.857 0.290
C 2.059 2.047 -0.125
C 0.911 1.779 -1.107
N -0.068 0.746 -0.612
C -0.777 1.150 0.655
C -1.849 0.092 1.046
O -1.324 -1.265 1.213
C -2.036 -2.092 2.076
H 4.160 0.256 1.632
H 2.844 1.263 2.387
H 3.985 2.035 1.465
H 2.881 2.683 -0.487
H 1.553 2.555 0.714
H 1.280 1.593 -2.126
H 0.328 2.687 -1.350
H -0.795 0.666 -1.321
H -1.313 2.089 0.472
H -0.049 1.129 1.462
H -2.710 -0.041 0.377
H -2.304 0.391 1.996
H -1.542 -3.050 2.218
H -3.101 -2.217 1.788
H -2.222 -1.612 3.059
*
```

- HOMO level (eV) = -25.9
- calculated total energy (eV) = -29948.6341
- molecular weight (g mol⁻¹) = 424.83
- max |F| (eV/Å) = 3.13

No. 2
Molecular formula: C30H37BrN5O2PS2Sc
Method: DFT, the ωB97M-V functional and the def2-TZVPD basis

```
! wB97M-V def2-TZVPD RIJCOSX def2/J DEFGRID3
* xyz 1 1
Sc -0.098 0.119 -0.015
C 2.847 -4.370 2.454
S 3.131 -3.515 0.898
C 1.879 -2.317 0.898
S 1.866 -1.349 -0.545
N 1.086 -2.249 1.931
N 0.144 -1.263 1.828
C -0.658 -1.128 2.812
C -1.627 -0.030 2.737
C -2.538 0.222 3.748
C -3.399 1.302 3.626
C -3.320 2.104 2.498
C -2.389 1.784 1.525
N -1.562 0.742 1.632
H 3.618 -5.136 2.518
H 1.867 -4.841 2.462
H 2.936 -3.691 3.298
H -0.611 -1.781 3.680
H -2.565 -0.420 4.618
H -4.119 1.518 4.404
H -3.967 2.958 2.364
H -2.305 2.384 0.625
O -2.973 2.322 -2.087
C -2.473 2.514 -3.340
C -3.259 3.178 -4.271
C -2.797 3.369 -5.562
C -1.552 2.885 -5.945
C -0.773 2.219 -5.013
C -1.210 2.043 -3.706
C -0.298 1.396 -2.697
O -0.938 0.681 -1.700
N 0.481 2.461 -2.013
N 1.145 1.969 -0.913
C 2.283 2.454 -0.603
C 2.962 2.095 0.635
Br 1.814 1.442 1.999
C 4.270 2.270 0.820
C 5.091 1.879 1.972
C 6.044 2.772 2.462
C 6.835 2.425 3.544
C 6.704 1.172 4.126
C 5.783 0.264 3.621
C 4.978 0.616 2.551
H -2.409 1.637 -1.684
H -4.235 3.530 -3.963
H -3.421 3.887 -6.278
H -1.199 3.020 -6.958
H 0.197 1.826 -5.300
H 0.403 0.726 -3.222
H 1.067 3.002 -2.643
H 2.795 3.157 -1.259
H 4.784 2.766 -0.001
H 6.156 3.746 2.001
H 7.562 3.129 3.927
H 7.330 0.898 4.965
H 5.699 -0.723 4.054
H 4.281 -0.101 2.135
C -0.705 -2.445 -3.127
C -1.180 -3.117 -1.840
P -1.883 -1.945 -0.626
C -3.372 -1.321 -1.489
C -4.305 -0.503 -0.601
C -2.626 -3.045 0.645
C -1.723 -4.186 1.114
H -0.253 -3.187 -3.785
H 0.048 -1.684 -2.920
H -1.524 -1.972 -3.668
H -0.341 -3.619 -1.352
H -1.934 -3.880 -2.058
H -3.898 -2.181 -1.914
H -3.022 -0.710 -2.323
H -4.626 -1.059 0.282
H -5.197 -0.217 -1.156
H -3.833 0.423 -0.270
H -3.558 -3.449 0.239
H -2.913 -2.412 1.490
H -1.547 -4.900 0.310
H -2.198 -4.729 1.932
H -0.755 -3.831 1.465
*
```

- HOMO level (eV) = -10.6
- relative energy (zero: lowest compared OMol25 entry of this formula, charge and spin) (kcal per mole) = 1.4
- calculated total energy (eV) = -164956.7613
- molecular weight (g mol⁻¹) = 719.63
- max |F| (eV/Å) = 0.38

No. 3
Molecular formula: C5H8N2O
Method: DFT, the ωB97M-V functional and the def2-TZVPD basis

```
! wB97M-V def2-TZVPD RIJCOSX def2/J DEFGRID3
* xyz 0 1
C 0.906 2.290 -0.768
C 0.234 -0.051 -1.067
C 0.133 -0.427 0.207
C -0.367 -1.630 0.808
C -1.611 -1.945 1.503
H 1.291 4.050 -0.014
H -0.359 2.319 0.282
H 1.158 0.751 -2.752
H -0.558 -0.599 -1.690
H 1.275 -0.402 0.757
H 0.376 -2.067 1.346
H -2.423 -1.204 1.372
H -1.703 -2.597 2.536
N 2.089 3.166 -1.020
N 1.038 0.872 -1.691
O -1.481 -2.528 0.189
*
```

- HOMO level (eV) = -8.6
- relative energy (zero: lowest compared OMol25 entry of this formula, charge and spin) (kcal per mole) = 282.8
- calculated total energy (eV) = -10330.4608
- molecular weight (g mol⁻¹) = 112.13
- max |F| (eV/Å) = 11.79